# 1
Entry from the OMol25 dataset: C52H69BGeNO2P2Re as an isolated structure (ωB97M-V/def2-TZVPD).

Results
F_max = 0.46 eV/A
ΔE to the lowest compared entry with this formula, charge and spin = 0.0000 eV
Kohn-Sham gap = 7.25 eV

ORCA input file:
```
! wB97M-V def2-TZVPD RIJCOSX def2/J DEFGRID3
* xyz 0 1
Re -0.023 0.939 -0.342
Ge -2.860 -1.181 -0.079
P 0.946 0.531 -2.539
P 0.029 2.354 1.615
O 1.329 -1.651 0.667
O -0.506 -2.771 1.434
N 2.058 1.307 -0.121
C 4.717 -1.203 -2.248
C 1.137 2.098 -3.508
C 3.509 -0.779 -2.794
C 1.710 3.019 1.534
C -3.208 -2.949 -0.872
C 4.158 0.029 -0.235
C -4.499 -3.182 -1.351
C 3.448 4.595 2.168
C 0.625 -3.488 1.976
C 1.852 3.156 -2.666
C -3.851 0.061 -1.205
C 0.170 -0.684 -3.697
C -5.166 1.892 -2.861
C 5.011 -0.796 -0.951
C 3.931 5.754 2.993
C -2.491 3.513 1.942
C 2.228 -3.721 -0.052
C 5.644 -2.096 -3.025
C 0.658 -3.173 3.466
C -0.012 1.445 3.236
C 0.384 -4.974 1.770
C 1.827 1.967 -4.866
C -1.008 3.866 1.837
C -4.853 -4.402 -1.911
C 3.072 -2.616 2.011
C -2.627 -5.206 -1.541
C 2.621 0.013 -2.080
C 2.161 4.099 2.290
C -1.320 2.008 -1.233
C 1.258 0.600 3.353
C 4.276 3.977 1.229
C 2.963 0.475 -0.796
C -4.382 -2.268 2.197
C 3.855 2.901 0.475
C -0.745 4.891 0.732
C -3.910 -0.090 3.849
C -3.914 -5.417 -2.010
C -3.629 -1.200 1.714
C -4.890 -2.251 3.490
C 0.975 -1.191 -4.902
C -2.284 -3.985 -0.976
C -4.618 1.088 -0.664
C -5.272 2.000 -1.484
C -4.414 0.866 -3.418
C 2.563 2.370 0.631
C -0.353 -1.902 -2.954
C -4.654 -1.163 4.318
C -1.000 -0.622 0.089
C -0.164 2.327 4.473
C 1.841 -2.902 1.171
C -3.404 -0.117 2.557
C -3.767 -0.041 -2.593
B -0.050 -1.672 0.739
H -0.299 -3.461 3.900
H -2.706 2.887 2.808
H -1.525 1.960 -2.309
H 0.278 -1.636 -5.615
H 1.369 -3.896 -0.700
H 3.104 6.231 3.519
H -4.337 0.773 -4.494
H 2.057 2.964 -5.247
H -0.958 4.481 -0.252
H -4.564 -3.130 1.567
H 6.636 -2.118 -2.575
H 1.552 -0.436 -5.428
H -2.822 0.716 2.187
H -0.190 1.694 5.363
H -0.693 4.314 2.785
H -3.083 4.425 2.040
H 3.440 -3.531 2.479
H 4.414 6.511 2.375
H -1.888 -5.994 -1.612
H 5.753 -1.751 -4.055
H 1.201 1.475 -5.608
H 4.414 0.324 0.774
H 1.191 -0.037 4.238
H -5.861 -4.557 -2.274
H -1.387 5.761 0.890
H -0.868 0.771 3.163
H 2.973 -3.161 -0.621
H 2.863 -1.887 2.791
H -4.709 1.183 0.412
H 1.335 3.357 -1.729
H -0.526 -5.261 2.297
H -1.993 2.728 -0.764
H 3.859 -2.215 1.373
H -5.050 -1.151 5.325
H 0.798 -2.106 3.637
H -5.864 2.793 -1.046
H -4.185 -6.368 -2.451
H 2.652 -4.687 0.227
H 4.526 2.475 -0.256
H 0.291 5.229 0.736
H 0.103 2.426 -3.660
H -2.836 2.983 1.053
H -5.675 2.601 -3.502
H -1.281 -3.849 -0.600
H 5.278 4.362 1.072
H 1.479 4.589 2.976
H -0.809 -2.600 -3.659
H 4.657 5.433 3.743
H 5.276 -3.123 -3.063
H -3.191 -0.845 -3.041
H 2.772 1.426 -4.786
H 3.263 -1.089 -3.801
H 5.931 -1.131 -0.485
H 1.212 -5.557 2.174
H 2.875 2.848 -2.434
H 0.687 3.002 4.581
H 1.904 4.084 -3.237
H 1.416 -0.029 2.476
H -3.725 0.764 4.490
H 2.135 1.240 3.467
H -5.243 -2.395 -1.299
H 1.452 -3.719 3.976
H -1.095 -1.632 -2.211
H 1.652 -1.986 -4.590
H 0.257 -5.228 0.720
H -0.690 -0.105 -4.061
H -5.470 -3.090 3.853
H -1.077 2.921 4.467
H 0.463 -2.419 -2.443
*
```

# 2
Entry from the OMol25 dataset: a 8-piece molecular cluster, C52H69I2N6O24S overall in a non-equilibrium geometry (ωB97M-V/def2-TZVPD).

Results
F_max = 6.56 eV/A
ΔE to the lowest compared entry with this formula, charge and spin = 12.2786 eV
Kohn-Sham gap = 6.94 eV

ORCA input file:
```
! wB97M-V def2-TZVPD RIJCOSX def2/J DEFGRID3
* xyz 1 1
I 3.108 3.217 -3.180
I -0.268 4.477 -5.368
S 2.342 5.821 2.248
O 6.885 2.001 -8.022
O -1.272 0.056 -9.249
O -5.003 -3.987 5.792
O 1.250 -0.620 -7.513
O -7.092 -4.166 6.658
O -0.598 -2.700 2.470
O -4.899 -0.440 1.233
O 4.935 -6.859 4.248
O -0.210 4.239 7.920
O 3.396 -5.436 3.380
O 2.449 0.298 -5.819
O -1.110 -2.220 4.669
O 6.180 4.097 -7.613
O 3.262 -7.636 2.929
O 0.478 6.325 7.352
O 7.746 3.730 -9.211
O -5.283 -4.803 7.869
O 1.670 -1.830 -5.667
O 2.057 0.266 -1.918
O -6.504 -1.917 1.862
O -5.885 -0.282 3.273
O 1.817 4.564 6.957
O -3.427 0.273 -8.651
O -2.196 -1.438 -7.813
N -0.479 3.710 1.820
N -0.476 5.117 1.722
N 0.412 1.414 -0.670
N 0.253 3.760 -0.453
N -0.004 1.589 0.642
N 0.090 3.105 4.122
C 0.697 5.564 2.139
C -1.865 1.010 -10.129
C 1.310 -4.619 2.447
C -0.442 -1.079 5.301
C 2.051 -7.033 2.490
C 4.700 -3.471 -1.633
C 2.456 -5.599 2.321
C -3.720 -4.025 6.412
C 1.669 8.109 6.215
C 3.025 -1.677 -0.381
C 1.201 5.730 -2.861
C -7.064 -0.882 3.804
C -0.248 0.453 1.552
C 1.769 6.835 7.026
C 2.827 -0.923 -1.719
C -2.933 2.249 4.584
C -5.688 -0.844 2.045
C 1.160 -1.292 5.148
C 0.885 -1.968 -7.792
C 4.491 -2.721 -2.974
C -0.321 2.637 5.397
C -0.100 3.013 0.744
C -2.412 2.777 3.191
C -0.895 2.118 -10.474
C 2.371 5.685 6.276
C 0.549 2.666 -1.356
C 5.304 3.209 -6.929
C -1.264 -1.984 3.253
C -3.932 -5.045 7.490
C -5.908 -4.304 6.764
C -0.928 3.167 3.141
C 7.011 3.316 -8.364
C -2.290 -0.464 -8.506
C 0.615 4.974 7.456
C 6.146 1.973 -6.804
C 3.961 -6.662 3.583
C 1.845 -0.630 -6.288
C 3.571 -1.471 -2.991
C 3.950 -2.939 -0.372
C -7.054 -2.228 3.144
C 0.274 4.471 -3.225
C 5.345 0.697 -6.677
C 0.950 3.025 -2.855
C 0.715 0.151 -1.400
C -1.770 -0.111 1.391
C -3.048 1.466 -9.330
C -2.641 -4.395 5.419
C -1.789 2.237 5.648
C -8.423 -2.858 3.019
C 0.866 -4.024 -6.331
C -2.290 -0.880 2.692
C 0.675 -2.526 -6.418
H -2.793 -5.406 5.028
H 2.060 5.637 5.227
H -0.304 -2.249 -6.013
H 0.636 -4.696 1.592
H 3.449 -0.925 -3.997
H 1.762 5.612 -1.858
H -1.653 -4.346 5.879
H -0.752 -0.966 6.405
H 0.057 -4.551 -6.843
H 5.009 3.618 -5.961
H 0.448 2.273 -3.564
H 1.055 8.848 6.736
H 0.502 -0.804 -0.817
H 4.843 0.647 -5.709
H -3.257 -4.909 8.337
H 4.153 -3.518 0.602
H 1.704 -7.485 1.558
H 1.505 -2.181 5.796
H 2.658 8.535 6.035
H -0.043 0.666 2.661
H -0.726 4.628 -2.669
H 3.461 5.674 6.325
H -1.329 2.801 -11.208
H 2.298 7.029 7.965
H -2.550 -0.204 3.576
H 5.008 -3.007 -3.963
H -3.113 2.859 2.282
H -2.060 1.886 6.709
H 1.710 -2.442 -8.334
H -2.499 0.765 1.196
H -2.801 2.224 -8.579
H 0.422 -0.454 1.291
H 2.485 -1.270 0.537
H -3.855 -6.078 7.134
H -7.922 -0.264 3.520
H -1.842 -0.868 0.520
H 1.188 7.926 5.249
H 0.423 2.580 6.268
H 1.918 5.975 -3.731
H 0.562 6.687 -2.730
H -3.521 -3.031 6.828
H -7.015 -0.947 4.892
H 0.031 1.705 -10.882
H -0.016 -2.011 -8.404
H -8.383 -3.735 2.368
H 1.691 -0.321 5.429
H -3.862 1.836 -9.956
H 6.860 2.051 -5.977
H -4.003 1.920 4.778
H 2.987 -5.436 1.376
H -2.666 -3.722 4.563
H 0.015 0.122 -2.323
H 1.291 -7.182 3.264
H -0.741 -0.078 4.802
H -3.260 -1.461 2.450
H 1.817 -4.329 -6.778
H -6.366 -2.920 3.643
H 4.590 0.624 -7.464
H -2.169 0.480 -11.039
H 5.995 -0.176 -6.783
H 5.398 -4.387 -1.602
H 0.892 -4.348 -5.287
H 1.685 -3.596 2.509
H -9.139 -2.164 2.569
H 4.409 3.068 -7.545
H 1.363 -1.544 4.041
H 0.735 -4.798 3.360
H -0.618 2.693 -9.585
H -8.802 -3.163 3.997
*
```